Entry one
{
  "formula": "H2N2O2S",
  "method": "ωB97M-V/def2-TZVPD",
  "symbols": ["N", "N", "O", "O", "S", "H", "H"],
  "positions_angstrom": [[1.36, 0.42, 0.21], [-1.14, -0.21, -0.28], [0.12, 0.96, 0.12], [-0.67, -1.21, -0.71], [-2.57, 0.26, 0.03], [1.47, -0.25, -0.45], [1.44, 0.03, 1.09]],
  "e_lumo_ev": [-0.85, -0.85],
  "spin_multiplicity": 1,
  "charge": 0,
  "gap_ev": [8.457, 8.458]
}



Entry two
{
  "formula": "H2N2O2S",
  "method": "ωB97M-V/def2-TZVPD",
  "symbols": ["N", "N", "O", "O", "S", "H", "H"],
  "positions_angstrom": [[0.57, 0.14, 0.04], [-0.54, 0.68, -0.02], [2.87, -0.75, -0.16], [-2.02, -0.63, 0.08], [2.09, 0.43, 0.09], [-0.97, 1.11, 0.80], [-2.01, -0.98, -0.82]],
  "e_lumo_ev": [-1.26, -1.17],
  "spin_multiplicity": 1,
  "charge": 0,
  "gap_ev": [8.533, 8.446]
}



Most stable: entry two (next structure +3.7 kcal/mol)